Density functional theory data (ωB97M-V with the def2-TZVPD basis set) for C4H5FeO4 as an isolated structure.

```
! wB97M-V def2-TZVPD RIJCOSX def2/J DEFGRID3
* xyz 1 5
O -0.670 2.127 1.655
C -0.868 2.192 0.427
O -0.881 3.000 -0.447
O -0.970 0.564 0.063
C -0.514 0.042 -1.138
C 0.800 -0.659 -1.063
O 1.336 -1.201 -0.087
C 0.744 -1.472 1.246
Fe -0.369 0.169 1.964
H -0.393 0.845 -1.886
H -1.227 -0.688 -1.572
H 1.387 -0.721 -1.988
H 1.590 -1.910 1.785
H 0.035 -2.288 1.042
*
```

Orbital gap (spin up / spin down)   8.86 / 9.23 eV
E_tot   -46796.133 eV
<S²>   6.011
LUMO energy (spin up / spin down)   -0.1972 / -0.2042 hartree
HOMO energy (spin up / spin down)   -0.5227 / -0.5435 hartree